DFT (wB97M-V/def2-TZVPD) results for a 11-piece molecular cluster, C39H69NO14 overall.

Each line ends with the Mulliken charge.
Atoms and positions in Å:
C (-0.33755, -1.30627, 0.99019)  0.375
C (-1.61355, -0.72627, 0.34419)  0.309
O (-2.68755, -1.04827, 0.67719)  -0.552
N (-1.34455, 0.30673, -0.77181)  2.057
H (-0.80855, -0.06427, -1.61981)  0.022
H (-2.10155, 0.61773, -1.46281)  -0.153
C (-0.41355, 1.41773, -0.29881)  -0.622
H (0.07745, -2.06727, 0.23019)  0.094
H (-0.68455, -2.03627, 1.95119)  -0.393
H (0.53945, -0.71127, 1.54019)  0.553
H (-0.16955, 2.14073, -1.11381)  0.357
H (0.62445, 0.92073, -0.17181)  -0.160
H (-1.02255, 1.76873, 0.62519)  0.118
O (0.21845, -0.87527, -2.61181)  -1.295
H (0.40445, -0.23427, -3.33181)  -0.368
C (-3.17855, 1.02073, -5.41081)  -0.992
C (-1.92555, 0.33673, -5.14981)  0.508
C (-0.70055, 1.36373, -5.22881)  -1.408
O (-2.03355, -0.19827, -3.79481)  -0.066
H (-3.38555, 1.86373, -4.59981)  0.275
H (-4.03055, 0.36773, -5.09181)  0.272
H (-3.52455, 1.28873, -6.52581)  0.330
H (-1.48055, -0.37727, -5.81181)  0.356
H (0.14645, 0.64073, -4.94881)  0.205
H (-0.54855, 2.10473, -4.39181)  0.150
H (-0.57155, 1.84573, -6.00181)  0.786
H (-1.22955, -0.64527, -3.58581)  -0.130
C (4.62445, 4.00973, -0.58481)  -0.645
C (4.46745, 2.42073, -0.39181)  0.406
C (4.26845, 1.99273, 1.11819)  -0.729
O (3.25345, 2.09773, -1.16181)  -0.493
H (5.55945, 4.29273, 0.02619)  0.375
H (3.72945, 4.37673, -0.31381)  -0.398
H (4.71545, 4.17373, -1.64481)  0.403
H (5.30345, 2.00173, -0.82981)  0.416
H (3.91645, 0.93473, 1.41519)  -0.220
H (3.37645, 2.49673, 1.65719)  0.013
H (4.97245, 2.10673, 1.78419)  0.754
H (3.09645, 1.19273, -1.08281)  0.219
C (-1.85955, -4.99627, -3.17081)  -1.459
C (-1.86755, -3.60827, -2.84881)  0.921
C (-3.23555, -3.01127, -2.15081)  -0.884
O (-0.79055, -3.24727, -1.85781)  -0.597
H (-1.33955, -5.52427, -2.37181)  0.223
H (-1.22255, -5.19027, -3.99281)  0.469
H (-2.82255, -5.49427, -3.37281)  0.329
H (-1.47155, -2.92027, -3.62681)  0.251
H (-3.41555, -3.39727, -1.20881)  0.051
H (-4.07855, -3.23027, -2.76281)  0.613
H (-3.20155, -1.76127, -2.19781)  -0.095
H (-0.65555, -2.27927, -2.14881)  -0.252
C (-2.81055, -5.23027, 1.19719)  -1.536
C (-1.48855, -4.54227, 1.04119)  2.305
C (-0.74655, -4.64127, 2.35519)  -0.970
O (-0.67555, -5.21027, 0.04419)  -0.727
H (-2.47755, -6.33327, 1.36219)  0.354
H (-3.53755, -5.27927, 0.12119)  0.156
H (-3.37355, -5.10027, 2.05719)  0.427
H (-1.65155, -3.57327, 0.95819)  -0.628
H (-0.45255, -5.78927, 2.53819)  0.268
H (-1.51055, -4.14227, 3.12119)  0.167
H (0.15645, -4.30027, 2.35819)  0.074
H (-0.52455, -4.64727, -0.74981)  0.426
C (4.36245, -1.51427, -1.74981)  -1.692
C (3.10845, -1.87027, -0.84281)  0.760
C (3.51045, -2.44227, 0.45519)  -0.705
O (2.36645, -0.66227, -0.85281)  0.060
H (4.96145, -2.24527, -1.97381)  0.778
H (5.19945, -0.69927, -1.19981)  0.108
H (4.22445, -1.20127, -2.87581)  0.263
H (2.56145, -2.67027, -1.37281)  0.103
H (2.83545, -2.81827, 1.09519)  0.235
H (3.99945, -1.68127, 1.18619)  0.268
H (4.26045, -3.33927, 0.30919)  0.288
H (1.83445, -0.95327, -1.79381)  -0.012
C (-4.94155, 0.62573, -1.77981)  -0.842
C (-4.46055, 2.02573, -1.62581)  0.389
C (-4.52755, 2.48973, -0.17281)  -1.552
O (-3.08455, 1.93973, -2.03681)  -0.640
H (-4.72255, 0.06473, -2.69581)  0.110
H (-5.98555, 0.72073, -1.96081)  0.571
H (-4.45055, -0.03827, -0.96681)  0.045
H (-5.15255, 2.67973, -2.11581)  0.674
H (-3.83455, 3.26973, 0.05719)  0.400
H (-4.42055, 1.79973, 0.56819)  0.261
H (-5.57155, 2.93773, 0.04019)  0.407
H (-3.06255, 1.88373, -2.94681)  -0.261
C (0.43745, 6.50273, 1.96519)  -0.279
C (0.81245, 7.90973, 1.74819)  -0.554
C (1.97145, 8.13573, 0.61919)  0.402
O (2.66245, 9.13373, 0.58619)  -0.495
C (2.14245, 7.04673, -0.41981)  -0.336
C (1.59345, 5.73073, -0.09181)  -0.642
C (0.70345, 5.41073, 0.99319)  0.461
O (0.14645, 4.34773, 1.07519)  -0.192
H (-0.25455, 6.37173, 2.91719)  0.230
H (0.53345, 8.84673, 2.54619)  0.271
H (2.73545, 7.27673, -1.31081)  0.402
H (1.62745, 5.00273, -0.86581)  0.632
C (-0.75655, 2.69073, 2.80919)  0.176
C (-0.23755, 3.22273, 4.08919)  -0.811
C (-0.01255, 2.12573, 5.15119)  0.395
O (0.72245, 2.36773, 6.03519)  -0.515
C (-0.60155, 0.85673, 5.09619)  -0.768
C (-1.26355, 0.50873, 3.85819)  -0.251
C (-1.24555, 1.35173, 2.69719)  0.262
O (-1.81055, 0.92773, 1.65119)  -0.170
H (-0.85155, 3.67673, 1.98619)  0.228
H (0.22145, 4.12773, 4.35819)  0.445
H (-0.42155, 0.15373, 5.86119)  0.578
H (-1.62555, -0.49827, 3.77719)  0.535
C (3.10945, -3.40227, 2.79419)  -0.489
C (3.51145, -4.12327, 4.20919)  -0.605
C (2.65345, -3.89427, 5.43119)  0.229
O (2.71345, -4.58227, 6.41619)  -0.517
C (1.80845, -2.72427, 5.29219)  -0.367
C (1.53445, -2.13427, 4.04119)  0.372
C (2.10645, -2.47827, 2.76519)  0.568
O (1.80545, -1.98027, 1.69819)  -0.526
H (3.79045, -3.68927, 1.84819)  0.041
H (4.24145, -5.04527, 4.24619)  0.295
H (1.02145, -2.65227, 6.05719)  0.334
H (1.01745, -1.18527, 4.20119)  0.031

Summary:
ΔE to the lowest compared entry with this formula, charge and spin = 524.3 kJ/mol
charge = 0
LUMO energy = -2.64 eV
2S+1 = 1
Kohn-Sham gap = 6.213 eV



DFT (wB97M-V/def2-TZVPD) results for C19H31IrN4O6PS3 as an isolated structure.

Each line ends with the natural charge from an NBO analysis.
Atoms and positions in Å:
Ir (-1.65207, -0.56953, -0.12882)  1.263
N (-2.76893, -0.31244, 2.04309)  -0.642
N (-2.54847, -1.50396, 2.75199)  -0.517
C (-1.77796, -2.53356, 2.22783)  0.867
O (-1.51730, -3.50431, 2.90505)  -0.629
O (-1.40089, -2.40054, 0.99630)  -0.720
H (-2.27160, 0.48004, 2.44767)  0.399
H (-3.76438, -0.10304, 2.01287)  0.392
H (-2.69728, -1.51432, 3.75215)  0.410
S (-5.09807, -2.97689, -2.18624)  0.506
C (-4.04448, -2.36184, -0.98730)  -0.092
N (-3.38239, -1.28745, -1.30569)  -0.481
C (-3.69333, -0.85445, -2.57712)  0.170
C (-3.18160, 0.27984, -3.20571)  -0.225
C (-3.61388, 0.57269, -4.47995)  -0.180
C (-4.53630, -0.25076, -5.13396)  -0.182
C (-5.05727, -1.37271, -4.52255)  -0.187
C (-4.63415, -1.66361, -3.23218)  -0.246
H (-3.94766, -2.85075, -0.03162)  0.249
H (-2.46779, 0.89772, -2.67647)  0.229
H (-3.23690, 1.44858, -4.98745)  0.237
H (-4.84791, -0.01005, -6.13903)  0.236
H (-5.76625, -2.01119, -5.02632)  0.238
S (0.06376, -1.42663, -1.72087)  0.010
C (0.67918, -2.68188, -0.73259)  -0.011
N (0.17430, -3.90414, -0.69885)  -0.513
C (0.68810, -4.76018, 0.36296)  -0.250
C (2.10850, -4.28412, 0.61865)  -0.547
S (2.10231, -2.49575, 0.19053)  0.504
H (-0.77959, -4.03577, -1.00331)  0.428
H (0.66864, -5.79997, 0.03572)  0.229
H (0.05832, -4.64735, 1.25529)  0.248
H (2.83896, -4.77082, -0.02700)  0.233
H (2.40992, -4.39192, 1.65590)  0.254
C (1.97147, 4.04762, -2.39580)  -0.617
C (2.24859, 3.42073, -1.03255)  0.287
C (3.50458, 2.55998, -1.08796)  -0.643
C (2.37993, 4.51363, 0.02445)  -0.635
O (1.07702, 2.61869, -0.73477)  -0.842
P (0.94199, 1.40816, 0.24767)  2.619
O (1.66225, 0.17795, -0.21723)  -1.186
O (-0.58116, 1.21427, 0.39995)  -1.129
O (1.54653, 1.93421, 1.61763)  -0.852
C (1.97548, 1.15609, 2.75260)  0.284
C (1.98405, 2.13012, 3.93072)  -0.617
C (1.00339, 0.01137, 3.02629)  -0.637
C (3.38127, 0.62165, 2.48201)  -0.644
H (2.78773, 4.71317, -2.66592)  0.219
H (1.04654, 4.61752, -2.35672)  0.216
H (1.87657, 3.27382, -3.15434)  0.214
H (4.35267, 3.16196, -1.40856)  0.222
H (3.37136, 1.74018, -1.79188)  0.229
H (3.71982, 2.14384, -0.10610)  0.217
H (3.22268, 5.15967, -0.21447)  0.218
H (2.53706, 4.07227, 1.00466)  0.225
H (1.47237, 5.11380, 0.05603)  0.216
H (0.99533, 2.56828, 4.05432)  0.213
H (2.69612, 2.93225, 3.75049)  0.221
H (2.26056, 1.61065, 4.84598)  0.217
H (0.01947, 0.40839, 3.27451)  0.190
H (1.36122, -0.59070, 3.85880)  0.227
H (0.91514, -0.62132, 2.14478)  0.219
H (4.09375, 1.44399, 2.43759)  0.218
H (3.39088, 0.09932, 1.52883)  0.239
H (3.67979, -0.06051, 3.27600)  0.214

Summary:
ΔE to the lowest compared entry with this formula, charge and spin = 386.3 kJ/mol
charge = +1
LUMO energy (spin up / spin down) = -4.75 / -4.75 eV
2S+1 = 1
Kohn-Sham gap (spin up / spin down) = 6.322 / 6.323 eV



DFT (wB97M-V/def2-TZVPD) results for a single C2H4OS molecule.

Each line ends with the natural charge from an NBO analysis.
Atoms and positions in Å:
C (-1.42866, -0.72849, 0.04629)  -0.709
C (-0.08769, -0.38468, 0.28936)  0.375
O (0.75393, -0.98687, 0.99519)  -0.552
S (0.55396, 0.96492, -0.56217)  0.028
H (-1.86549, 0.03765, 0.52964)  0.240
H (-1.49816, -0.74355, -1.01575)  0.244
H (-1.76034, -1.82273, 0.48638)  0.242
H (-0.67259, 1.66380, -0.98101)  0.131

Summary:
ΔE to the lowest compared entry with this formula, charge and spin = 107.1 kJ/mol
charge = 0
LUMO energy = 0.51 eV
2S+1 = 1
Kohn-Sham gap = 10.503 eV
SMILES = CC(=O)S



Strongest force on any atom, respectively: 12.6, 3.0, 6.4 eV Å⁻¹.
Total energy, respectively: -2634.55388, -3053.22355, -551.98788 Ha.